1.
Density functional theory data (ωB97M-V/def2-TZVPD) for a molecular structure, C39H39AsN2P2Ru at a distorted geometry.

XYZ file:
```
84
Properties=species:S:1:pos:R:3:forces:R:3
Ru -0.61468 -0.30734 -0.32734 3.1 0.3 0.4
N 2.25680 0.25854 0.52783 0.1 0.2 0.0
P 1.39085 1.15901 -0.69896 -0.6 -1.6 -0.1
C 2.29658 2.72283 -0.66162 -0.5 0.3 0.1
C 3.59235 2.81953 -0.15203 0.0 0.1 -0.1
C 4.26599 4.03092 -0.22754 0.0 0.0 0.0
C 3.65691 5.13766 -0.80593 0.0 0.0 0.0
C 2.37052 5.03901 -1.31834 0.0 0.0 0.0
C 1.68658 3.83557 -1.24006 0.0 0.0 0.0
C 1.94516 0.40036 -2.25594 0.1 0.3 -0.1
C 3.25829 -0.03886 -2.43179 0.0 -0.1 0.0
C 3.66676 -0.52788 -3.66416 0.0 0.0 0.1
C 2.77984 -0.54046 -4.73788 0.0 0.0 0.0
C 1.48607 -0.06751 -4.57835 0.0 0.0 0.1
C 1.06314 0.39176 -3.33555 0.2 0.0 0.0
P 1.15895 -0.94145 0.99306 -0.9 0.9 -0.8
C 1.67555 -2.43934 0.02962 -0.1 -0.1 0.3
C 2.95392 -2.80516 -0.23424 0.3 -0.1 0.0
C 3.18369 -3.90448 -1.08084 0.0 0.1 0.0
C 2.14330 -4.65135 -1.67090 0.1 -0.1 0.0
C 0.85608 -4.29271 -1.44179 -0.2 -0.1 0.0
C 0.52270 -3.17492 -0.53699 -0.1 0.4 -0.4
C 1.61064 -1.39620 2.66974 -0.2 -0.3 0.0
C 0.88597 -2.44551 3.24537 0.0 0.1 0.1
C 1.25506 -2.94720 4.48276 0.0 0.0 0.0
C 2.34513 -2.40033 5.15035 0.0 0.0 0.0
C 3.05052 -1.34252 4.59269 0.0 0.0 0.0
C 2.69034 -0.83675 3.35007 0.0 -0.1 0.1
H 2.57528 0.84242 1.29299 0.3 0.0 0.0
H 4.09531 1.96117 0.27612 0.0 0.0 0.0
H 5.27442 4.10702 0.15933 0.0 0.0 0.0
H 4.18875 6.07919 -0.85789 0.0 0.0 0.0
H 1.90118 5.89937 -1.77838 0.0 0.0 0.0
H 0.67825 3.76010 -1.63505 0.0 0.0 0.0
H 3.96277 0.01871 -1.60654 -0.1 0.0 -0.1
H 4.68695 -0.86921 -3.80018 -0.1 0.0 0.0
H 3.10875 -0.90183 -5.70515 0.0 0.0 0.1
H 0.80584 -0.04630 -5.42105 0.0 0.0 0.1
H 0.05789 0.77459 -3.21447 -0.1 0.0 0.0
H 3.78333 -2.23614 0.17094 0.0 -0.1 -0.1
H 4.20944 -4.19134 -1.29740 -0.1 0.0 0.0
H 2.37822 -5.50426 -2.29500 0.0 0.1 0.0
H 0.03201 -4.87327 -1.84381 0.0 0.1 0.0
H 0.02648 -3.69121 0.31271 0.1 -0.2 0.1
H 0.02337 -2.85878 2.73002 0.0 0.0 0.0
H 0.69361 -3.75786 4.93029 0.0 0.0 0.0
H 2.64206 -2.79734 6.11393 0.0 0.0 -0.1
H 3.88622 -0.90661 5.12578 0.0 0.0 0.0
H 3.26166 -0.01532 2.93783 0.0 0.0 0.0
C -1.30388 2.32237 2.46094 0.3 0.1 -0.1
As -1.91011 1.31941 0.93118 -0.6 -0.6 0.2
C -3.03712 2.60165 0.03581 0.2 0.2 -0.1
C -3.21908 0.11496 1.77563 -0.2 0.5 0.2
C -4.34861 0.81808 2.48200 0.1 -0.2 0.0
C -4.26081 1.12093 3.83771 0.0 0.0 0.1
C -5.32109 1.72958 4.49937 0.1 0.0 0.0
C -6.47969 2.04884 3.80910 0.0 0.0 0.0
C -6.57368 1.76267 2.45487 0.1 0.0 -0.1
C -5.51198 1.15528 1.79625 -0.1 0.0 0.0
H -2.17522 2.73302 2.96322 -0.1 0.0 0.1
H -0.65638 3.13414 2.13646 0.0 0.1 0.0
H -0.75502 1.67665 3.14298 0.0 -0.1 0.0
H -3.81508 2.92360 0.72263 -0.1 0.0 0.0
H -3.48582 2.16310 -0.85185 0.0 0.0 0.0
H -2.43550 3.45884 -0.25987 0.0 0.0 0.0
H -2.63308 -0.48719 2.46746 0.0 -0.1 0.1
H -3.59501 -0.53885 0.99175 0.0 -0.1 -0.1
H -3.36333 0.85422 4.38760 -0.1 0.0 0.0
H -5.24516 1.94468 5.55850 0.0 0.0 -0.1
H -7.30992 2.51464 4.32529 0.0 0.0 0.0
H -7.47902 2.00501 1.91196 0.0 0.0 0.0
H -5.59667 0.92161 0.73984 0.0 0.0 0.0
N -0.40260 -2.14267 -1.00699 -0.9 0.3 0.2
C -1.03611 -2.01245 -2.24606 -0.2 -0.1 0.1
C -0.72399 -2.57349 -3.47904 0.4 -0.1 -0.1
C -1.44379 -2.22004 -4.61050 0.1 -0.1 -0.1
C -2.44816 -1.26029 -4.56716 0.0 0.0 -0.1
C -2.77685 -0.69771 -3.35129 0.1 0.2 0.2
C -2.09639 -1.08556 -2.19543 -0.6 -0.1 -0.2
H 0.10056 -3.27282 -3.57142 0.0 0.1 -0.1
H -1.21090 -2.70149 -5.55372 0.0 0.0 0.1
H -2.98526 -0.98478 -5.46485 0.0 -0.1 0.0
H -3.60399 -0.00128 -3.27955 0.0 0.0 0.0
H -2.56607 -0.87298 -1.22907 -0.1 0.0 0.0
```
Positions in Å, forces in eV/Å.

The value obtained for the largest force on an atom is 3.109 eV/A. Its total charge is +2. The value obtained for the HOMO energy is -0.471 hartree. Its energy above the lowest of the compared OMol25 structures with the same formula, charge and spin is 180.09 kJ/mol.

=====

2.
Density functional theory data (ωB97M-V/def2-TZVPD) for a molecular structure, C51H42NO3SiW at a distorted geometry.

XYZ file:
```
99
Properties=species:S:1:pos:R:3:forces:R:3
W 0.53268 0.31045 0.43567 2.5 0.1 0.4
O -1.02938 -0.05332 1.28906 -1.8 -1.0 1.1
C -2.35811 0.36249 1.05768 -0.9 0.3 -0.5
C -2.21911 1.72495 0.32282 0.2 -0.2 0.2
C -1.74911 1.49527 -1.08867 0.9 -0.2 0.8
C -2.53561 1.87258 -2.14961 0.1 0.0 -0.7
C -2.16215 1.54961 -3.45201 0.5 -0.3 0.8
C -0.99233 0.81863 -3.61776 -0.6 0.3 -0.1
C -0.21563 0.46581 -2.53390 0.4 -0.2 0.8
C 0.94997 -0.46601 -2.79569 0.1 0.0 0.6
C 1.79484 -0.82737 -1.55953 0.7 0.8 -0.9
O 0.93634 -1.37512 -0.57391 -0.8 0.8 1.0
C 2.36580 0.42723 -0.87131 0.7 -0.5 0.5
C 2.84243 0.11213 0.47519 0.5 0.1 -1.4
C 3.64928 1.08929 1.12387 0.1 0.1 -0.1
C 3.91080 2.29939 0.53743 0.0 -0.4 0.2
C 3.41684 2.60533 -0.74422 -0.4 -0.5 -0.3
C 2.67520 1.67885 -1.44437 0.4 0.4 0.0
C 2.93322 -1.75936 -1.97746 -0.1 0.0 0.2
C 2.80239 -3.14084 -1.93746 -0.1 0.2 0.1
C 3.86038 -3.94971 -2.32261 0.0 -0.1 0.0
C 5.05417 -3.39243 -2.74780 0.0 0.0 0.0
C 5.18009 -2.01470 -2.81088 0.0 0.0 -0.1
C 4.12680 -1.20463 -2.42836 -0.1 0.0 0.0
N -0.53841 0.84225 -1.24761 -1.3 0.6 -2.3
C -3.07139 -0.60686 0.11972 0.2 -0.2 0.1
C -2.35891 -1.57437 -0.57662 0.2 0.0 0.2
C -3.00756 -2.38274 -1.49745 0.0 0.0 -0.1
C -4.36353 -2.23051 -1.73041 0.0 -0.1 -0.1
C -5.08005 -1.28228 -1.01854 -0.1 0.1 0.0
C -4.43837 -0.47574 -0.09506 0.1 0.0 0.0
C -3.07663 0.45111 2.39819 0.3 0.0 0.0
C -3.48670 -0.74462 2.97851 0.0 0.0 0.0
C -4.11023 -0.75358 4.21230 0.1 -0.1 0.0
C -4.31977 0.43582 4.89203 0.0 0.0 0.0
C -3.90697 1.62641 4.32008 0.0 0.1 0.1
C -3.28227 1.64045 3.08331 0.0 -0.1 -0.2
H -1.47799 2.31465 0.88340 -0.5 0.0 -0.2
H -3.17126 2.25262 0.30447 0.1 0.1 0.0
H -3.45172 2.41035 -1.96522 -0.1 0.0 0.1
H -2.78160 1.81165 -4.29158 -0.1 0.1 -0.2
H -0.70088 0.47725 -4.59973 0.1 0.0 0.0
H 1.58780 -0.05571 -3.58465 0.0 0.0 0.1
H 0.54376 -1.40899 -3.17573 -0.1 0.1 -0.1
H 3.03253 -0.95040 0.70249 -0.4 0.5 0.1
H 4.08893 0.84592 2.08170 0.0 0.0 0.1
H 4.53553 3.01638 1.04413 0.1 0.1 0.1
H 3.65898 3.55540 -1.19452 0.0 0.1 -0.1
H 2.36663 1.89634 -2.45999 0.0 0.0 0.0
H 1.88057 -3.58262 -1.58910 -0.1 0.0 0.1
H 3.74838 -5.02242 -2.29354 0.0 -0.1 0.1
H 5.88406 -4.02702 -3.01970 0.0 -0.1 -0.1
H 6.09821 -1.56531 -3.15758 0.1 0.0 0.0
H 4.24014 -0.13128 -2.46337 0.1 0.1 0.0
H -1.29162 -1.70978 -0.38814 -0.5 -0.1 -0.2
H -2.45271 -3.13688 -2.03402 0.1 -0.1 -0.1
H -4.86086 -2.85159 -2.46070 0.0 -0.1 0.0
H -6.14140 -1.16970 -1.18658 -0.1 0.0 0.0
H -4.99699 0.25422 0.47186 -0.1 0.1 0.1
H -3.32189 -1.66636 2.43865 0.0 -0.1 0.0
H -4.43770 -1.69205 4.63345 0.0 -0.1 0.1
H -4.81154 0.43356 5.85451 0.0 0.0 0.0
H -4.07618 2.56152 4.83118 0.0 0.1 0.1
H -2.97110 2.58519 2.66388 0.0 0.1 -0.1
O 0.93329 2.03189 1.18249 -0.4 -1.6 -1.6
Si 0.90098 2.89494 2.55931 -0.1 0.8 1.5
C 0.54834 1.57821 3.88638 0.3 0.5 -0.6
C 0.63207 0.21972 3.59429 0.3 0.0 -0.3
C 0.29315 -0.74035 4.53135 0.1 -0.2 -0.2
C -0.10410 -0.35183 5.80011 0.0 0.0 0.0
C -0.14560 0.99159 6.12967 0.0 0.0 0.1
C 0.17548 1.94068 5.17741 0.0 0.1 -0.1
C -0.50717 4.14124 2.27807 0.5 -0.4 0.0
C -0.74952 4.55612 0.96648 0.2 0.0 0.0
C -1.77411 5.43525 0.67262 0.0 0.1 -0.1
C -2.57446 5.92684 1.69030 0.0 0.0 0.0
C -2.33492 5.54271 2.99790 -0.1 0.0 0.1
C -1.31132 4.65868 3.28841 0.2 -0.1 0.0
C 2.50284 3.83676 2.90952 -0.6 -0.3 -0.1
C 2.85301 4.90652 2.08715 -0.1 0.0 0.1
C 4.04318 5.58520 2.26915 0.0 0.1 -0.1
C 4.90026 5.21418 3.29376 0.0 -0.1 0.0
C 4.55292 4.17426 4.13973 0.1 0.0 0.1
C 3.36176 3.49440 3.95077 -0.2 -0.2 0.0
H 1.04468 -0.13389 2.61106 -0.2 0.2 0.9
H 0.34582 -1.78868 4.27997 0.0 -0.1 0.0
H -0.35149 -1.09698 6.53776 -0.1 -0.1 0.1
H -0.42697 1.29817 7.12515 0.0 0.0 0.1
H 0.16382 2.98780 5.43602 -0.1 0.2 0.2
H -0.12653 4.16452 0.16786 0.0 0.0 -0.1
H -1.95085 5.73589 -0.34849 0.0 0.1 -0.1
H -3.38334 6.60325 1.46468 -0.1 0.1 0.0
H -2.94907 5.92807 3.79570 -0.1 0.1 0.1
H -1.13975 4.35941 4.31012 -0.1 0.0 0.2
H 2.18261 5.20036 1.29285 -0.1 0.1 -0.2
H 4.30237 6.40567 1.61744 0.0 0.1 -0.1
H 5.83775 5.73213 3.42836 0.1 0.1 0.0
H 5.20944 3.89928 4.95172 0.1 0.0 0.1
H 3.09203 2.68690 4.61980 0.0 -0.1 0.0
```
Positions in Å, forces in eV/Å.

The value obtained for the largest force on an atom is 2.649 eV/A. Its total charge is +1. The value obtained for the HOMO energy (spin up / spin down) is -0.371 / -0.372 hartree.

=====

3.
Density functional theory data (ωB97M-V/def2-TZVPD) for a molecular structure, C21H34BCoF4NO13 at a distorted geometry.

XYZ file:
```
75
Properties=species:S:1:pos:R:3:forces:R:3
Co 0.15689 -0.17015 -1.09068 -0.6 -0.7 1.2
B -0.59375 -1.23614 -3.35865 0.4 -1.9 -0.8
F 0.57238 -1.50230 -2.65682 1.9 -0.2 2.0
F -0.19840 -0.67811 -4.48207 0.7 2.1 -3.4
F -1.16339 -2.42121 -3.59047 -1.7 -1.8 -0.2
F -1.31983 -0.38344 -2.60378 -1.6 1.7 1.6
C -3.43662 -3.55528 0.60817 0.3 -0.8 1.0
C -3.26149 -2.01672 0.71910 -0.3 -0.1 -0.5
C -4.28581 -1.34376 1.74709 0.6 -0.9 0.6
C -3.96102 -1.68306 3.25292 1.6 0.3 -2.3
C -2.49644 -1.22621 3.47516 -0.3 0.8 0.5
C -1.36856 -1.68440 2.51943 -2.6 -1.6 -0.7
N -1.89724 -1.54884 1.11433 1.3 1.6 -0.8
O -0.84570 -1.77289 0.09452 -0.7 0.6 0.9
C -1.05010 -3.11499 2.89100 0.7 -0.2 -0.6
C -0.14543 -0.87763 2.82588 0.2 1.3 0.1
C -3.58466 -1.55364 -0.72734 0.1 1.0 -0.4
H -2.62630 -4.04346 0.06673 0.4 0.5 0.0
H -4.31841 -3.96023 0.11161 -0.4 0.7 -0.1
H -3.45197 -4.02236 1.59290 0.0 -0.1 0.1
H -5.32334 -1.63869 1.59010 0.0 -0.2 -0.5
H -4.24860 -0.26112 1.62628 0.2 0.1 -0.2
H -4.03201 -2.76731 3.33924 -0.2 0.0 0.4
H -4.65213 -1.16862 3.92062 0.1 -0.2 0.1
H -2.19405 -1.43374 4.50160 0.2 -0.3 0.1
H -2.45676 -0.13759 3.43740 -0.4 0.4 -0.1
H -1.86007 -3.82596 2.72799 0.1 0.2 0.2
H -0.70147 -3.10189 3.92366 0.1 -0.5 0.0
H -0.23272 -3.33683 2.20486 0.1 -0.7 0.2
H 0.78703 -1.10543 2.30943 -0.4 -0.3 -0.4
H 0.08541 -0.95450 3.88837 -0.1 -0.2 0.2
H -0.39170 0.17366 2.67676 0.2 0.2 -0.3
H -4.61639 -1.67799 -1.05622 -0.5 -0.2 0.8
H -3.06500 -2.04625 -1.54917 0.6 -0.3 0.6
H -3.39356 -0.49355 -0.89408 0.2 0.2 0.3
C 3.36761 2.74443 2.54177 -0.4 2.8 -2.0
C 3.93571 3.19779 1.18026 -0.4 -2.2 0.7
O 3.20782 2.27890 0.32854 0.3 0.2 -1.9
C 2.03155 1.86549 0.88213 1.7 -0.8 -0.9
O 1.20853 1.13494 0.41056 0.5 1.0 0.2
O 2.03421 2.30309 2.10441 0.2 0.3 4.0
H 3.31145 3.72838 3.00738 -0.7 -0.6 1.1
H 4.08595 2.11191 3.06330 -1.1 -0.8 0.0
H 4.99520 2.94466 1.21926 0.0 0.1 -0.8
H 3.76971 4.24918 0.94548 -0.2 -0.2 -0.2
C 5.10536 -2.42378 -2.01793 1.8 -0.1 0.0
C 5.56078 -0.96950 -1.99624 0.5 -1.5 0.5
O 4.37582 -0.34625 -1.57914 1.3 3.6 0.1
C 3.43327 -1.17808 -1.26710 -4.4 0.7 -0.6
O 2.28698 -0.88930 -0.95626 2.5 -0.2 0.6
O 3.78457 -2.38079 -1.57037 -0.1 -3.0 -0.3
H 5.70452 -2.98379 -1.29995 -0.2 -0.4 -0.3
H 5.29219 -2.74666 -3.04210 -0.9 -0.8 0.2
H 5.95576 -0.73328 -2.98431 -0.5 0.9 0.1
H 6.35970 -0.89514 -1.25849 -0.1 0.7 0.0
C -2.81393 2.79531 2.13334 -0.3 0.8 1.3
C -3.85597 2.76670 1.09999 -3.9 0.7 1.3
O -3.30053 2.23459 -0.03785 0.1 -0.6 -1.9
C -1.99569 2.04250 0.16277 0.5 -3.1 -1.6
O -1.24754 1.42756 -0.60766 -1.9 2.3 1.7
O -1.73229 2.44357 1.37479 4.6 -0.1 0.6
H -2.97794 2.07221 2.93229 0.2 -0.2 -0.1
H -2.70530 3.77023 2.60855 0.4 0.1 -0.2
H -4.39898 3.69170 0.90604 0.6 0.4 -0.3
H -4.64738 2.17584 1.56112 -0.3 -0.8 -0.9
C 2.21350 2.94469 -5.33569 0.5 3.2 -1.6
C 3.46882 2.87698 -4.55419 1.4 0.2 -0.4
O 3.11177 2.05451 -3.48349 2.1 -1.6 1.7
C 1.82853 1.75475 -3.45996 -1.4 0.2 2.8
O 1.24299 1.26357 -2.47996 1.6 1.3 -3.5
O 1.32072 2.33839 -4.53224 -4.4 -2.2 0.4
H 2.29818 2.66287 -6.38522 -0.3 -1.2 0.3
H 1.90196 3.98411 -5.43883 -0.2 0.2 0.1
H 3.82714 3.81102 -4.12144 -0.1 0.1 -0.3
H 4.22664 2.44763 -5.20952 0.4 -0.2 0.6
```
Positions in Å, forces in eV/Å.

Its spin multiplicity is 4. The value obtained for the largest force on an atom is 4.908 eV/A. The value obtained for the HOMO energy (spin up / spin down) is -0.193 / -0.194 hartree.

=====

4.
Density functional theory data (ωB97M-V/def2-TZVPD) for a single C4H8N2O2 molecule at a distorted geometry.

XYZ file:
```
16
Properties=species:S:1:pos:R:3:forces:R:3
C 1.20717 1.19403 1.63380 2.8 -0.2 0.7
C -0.29231 0.38246 0.08549 0.3 4.9 -0.3
C -1.22200 0.26372 -1.12905 2.4 -3.8 1.3
C -0.04297 -0.61163 -2.16301 -5.1 2.1 -3.5
H 1.71172 2.22609 1.82496 -0.7 -2.2 0.3
H 2.00690 0.31074 1.53451 -1.1 1.9 0.3
H 0.55368 0.82913 2.45055 0.2 0.7 0.1
H -1.17768 -1.35602 0.80890 -0.2 0.8 -0.8
H 0.00824 -0.88190 1.83279 -0.6 1.5 -3.1
H -2.18738 -0.43643 -0.75934 2.6 2.0 -1.6
H -1.42405 1.19896 -1.56170 -0.5 0.8 -0.8
H 0.27956 -1.75700 -0.70868 1.6 0.4 -3.2
N 0.53048 1.36165 0.42212 -2.8 -1.6 -2.9
N -0.43366 -0.66319 0.83834 0.5 -6.3 6.2
O 0.59669 -1.62896 -1.74740 0.1 -2.1 6.0
O -0.11439 -0.43165 -3.36229 0.4 1.0 1.2
```
Positions in Å, forces in eV/Å.

The value obtained for the largest force on an atom is 8.859 eV/A. The value obtained for the HOMO energy is -0.336 hartree. Its energy above the lowest of the compared OMol25 structures with the same formula, charge and spin is 383.19 kJ/mol.

=====

5.
Density functional theory data (ωB97M-V/def2-TZVPD) for a molecular structure, C10H14BF5N6OPdTe at a distorted geometry.

XYZ file:
```
39
Properties=species:S:1:pos:R:3:forces:R:3
H -2.40116 -1.68122 -0.75889 -0.1 -0.1 -0.5
N -1.21136 -0.22315 -1.67738 0.3 -0.5 -0.1
B -0.21425 1.98925 -2.47667 0.3 -0.4 -0.9
N -1.38592 0.97588 -2.30173 0.0 -0.1 -0.4
C -2.70849 1.13479 -2.45749 0.5 -0.7 0.6
Pd 1.09449 -0.49537 -0.63501 -1.8 -1.2 1.6
H -3.04903 2.03528 -2.91763 -0.4 0.3 -0.1
C -3.37128 0.03277 -1.90446 0.0 0.0 0.1
H -4.42859 -0.14880 -1.89868 -0.2 0.1 0.1
C -2.38760 -0.79902 -1.38757 -0.6 0.7 -0.3
H -0.50047 2.93223 -3.14889 -0.1 -0.2 0.1
C 2.66115 -0.60948 0.49520 2.9 -0.3 2.0
H 2.48626 -1.49796 1.11842 0.2 0.2 0.0
H 2.78898 0.32670 1.03819 0.2 -0.3 0.1
H 3.46201 -0.77174 -0.24425 0.0 0.0 0.2
N 1.00700 1.22641 -3.07873 0.2 -0.4 0.3
N 0.24597 2.46534 -1.06920 0.1 2.6 1.0
N 1.57423 0.14048 -2.41351 -0.3 0.9 -2.4
N 0.54971 1.50272 -0.13507 0.8 1.1 3.1
C 1.55212 1.31655 -4.30513 0.1 -0.6 1.1
C 0.42392 3.67700 -0.51300 -0.9 -1.9 -3.0
H 1.25840 2.12368 -4.94662 0.0 0.1 -0.3
H 0.27156 4.56910 -1.07906 -0.1 0.4 -0.2
C 2.46306 0.26876 -4.45559 0.0 -0.1 0.3
C 0.83544 3.49920 0.80815 0.3 -0.2 1.5
C 2.43870 -0.45371 -3.26762 -0.6 0.7 -0.6
C 0.88171 2.11340 1.01624 -0.7 -1.8 -1.7
H 3.06580 0.06798 -5.31316 0.2 -0.1 -0.3
H 1.06948 4.23567 1.53758 0.1 0.6 0.3
H 2.93970 -1.36377 -2.97848 0.2 0.1 -0.1
H 1.11411 1.53342 1.89106 0.1 0.0 0.2
H -0.37773 -0.80123 -1.89071 -1.2 0.5 -0.5
F 0.79853 -2.85697 2.80642 -1.2 0.9 -0.6
Te -0.72428 -1.83377 2.30153 -0.9 -1.2 2.3
F 0.27689 -0.26434 2.71551 -0.3 -0.4 -0.5
F -1.20862 -1.81493 4.14046 0.5 0.0 -1.9
F -1.78009 -3.41451 2.12369 1.1 1.7 -0.1
F -2.26331 -0.73943 2.00951 1.2 -0.7 0.0
O -0.23402 -1.80090 0.52012 0.2 0.5 -0.5
```
Positions in Å, forces in eV/Å.

Its spin multiplicity is 5. The value obtained for the largest force on an atom is 3.639 eV/A. Its total charge is +2. The value obtained for the HOMO energy (spin up / spin down) is -0.562 / -0.625 hartree.